C38H36N6O2SiTi | ωB97M-V/def2-TZVPD

## Properties
- Energy above the lowest of the compared OMol25 structures with the same formula, charge and spin: 0.0 kJ/mol
- HOMO level: -7.06 eV
- Orbital gap: 6.13 eV
- E: -3087.70737 Eh

```
! RIJCOSX wB97M-V def2-TZVPD def2/J DEFGRID3
* xyz 0 1
Ti -0.151 -0.124 -0.665
O 1.357 -0.986 0.091
C 2.478 -1.554 -0.338
C 2.758 -2.906 -0.112
C 3.947 -3.464 -0.549
C 4.893 -2.694 -1.211
C 4.656 -1.340 -1.403
C 3.470 -0.768 -0.969
C 2.152 1.681 -1.198
N 0.843 1.522 -0.651
C 0.311 2.799 -0.208
C -0.665 2.507 0.914
N -1.464 1.405 0.437
C -2.730 1.421 0.594
C -3.600 0.402 0.068
C -4.917 0.263 0.519
C -5.739 -0.714 0.007
C -5.251 -1.554 -0.999
C -3.973 -1.409 -1.490
C -3.104 -0.433 -0.964
O -1.900 -0.278 -1.443
H 2.016 -3.509 0.400
H 4.141 -4.514 -0.368
H 5.818 -3.138 -1.554
H 5.399 -0.715 -1.885
H 2.191 2.276 -2.109
H -0.200 3.337 -1.021
H 1.118 3.438 0.166
H -1.271 3.379 1.184
H -0.089 2.184 1.789
H -3.194 2.240 1.152
H -5.274 0.931 1.296
H -6.751 -0.828 0.371
H -5.889 -2.333 -1.399
H -3.592 -2.049 -2.278
C 0.544 2.917 -5.366
C -0.610 2.596 -4.666
C -0.621 1.529 -3.782
C 0.525 0.754 -3.583
C 1.686 1.096 -4.280
C 1.691 2.165 -5.163
N 0.447 -0.323 -2.676
C 0.815 -1.560 -3.011
C 1.563 -1.976 -4.152
C 1.822 -3.297 -4.372
C 1.345 -4.317 -3.515
C 0.614 -3.976 -2.421
C 0.349 -2.614 -2.147
N -0.351 -2.168 -1.093
N -0.915 -2.992 -0.301
C -1.442 -2.424 0.834
C -2.331 -3.197 1.596
C -2.778 -2.714 2.801
C -2.302 -1.482 3.250
C -1.455 -0.769 2.429
N -1.049 -1.196 1.234
H 0.549 3.745 -6.064
H -1.511 3.179 -4.813
H -1.522 1.278 -3.242
H 2.601 0.547 -4.095
H 2.605 2.423 -5.682
H 1.926 -1.241 -4.852
H 2.410 -3.580 -5.237
H 1.560 -5.354 -3.737
H 0.227 -4.716 -1.734
H -2.639 -4.155 1.200
H -3.479 -3.283 3.397
H -2.592 -1.086 4.212
H -1.081 0.196 2.749
C 6.187 1.873 0.753
Si 4.417 2.443 1.077
C 3.745 1.754 2.702
C 4.333 4.329 1.084
C 3.376 1.765 -0.296
C 3.197 0.653 -0.966
H 6.828 2.043 1.621
H 6.619 2.410 -0.094
H 6.211 0.807 0.519
H 4.466 1.847 3.517
H 3.494 0.698 2.585
H 2.835 2.282 2.996
H 5.008 4.763 1.825
H 3.321 4.672 1.309
H 4.612 4.728 0.107
*
```

Mulliken atomic charge list, values in e, 5 entries:
1 Ti -1.033
2 O -0.176
3 C 0.268
4 C -0.408
5 C -0.656